No. 1
{
  "formula": "C22H16AgIOS",
  "method": "ωB97M-V/def2-TZVPD",
  "elements": ["C", "C", "H", "H", "H", "C", "C", "C", "C", "C", "H", "C", "C", "H", "C", "S", "C", "H", "H", "C", "H", "H", "H", "C", "H", "C", "O", "C", "C", "I", "H", "H", "C", "H", "C", "Ag", "C", "H", "H", "C", "C", "C"],
  "xyz": [[8.200746, 5.203170, 5.899184], [8.677221, 4.058196, 7.967667], [13.342296, 3.566338, 10.935369], [20.215006, 5.345753, 12.023399], [7.498867, 5.601897, 5.185016], [15.941337, 4.035940, 13.054349], [12.991706, 8.509283, 9.020030], [18.280229, 4.618181, 12.580881], [18.945216, 5.092648, 10.280407], [12.547075, 6.163175, 8.672551], [12.505494, 7.842743, 5.722535], [16.977552, 4.317424, 12.136693], [12.617941, 7.671675, 6.783200], [8.313785, 3.601366, 8.875038], [17.694367, 4.729301, 9.785453], [12.224694, 4.955548, 6.257043], [10.479392, 4.711610, 6.556815], [12.372622, 5.179997, 9.051251], [13.121597, 9.353411, 9.700367], [9.577250, 5.273015, 5.661689], [6.709875, 4.561696, 7.290077], [13.868681, 3.680752, 13.313629], [16.177418, 4.086381, 14.118385], [10.037880, 4.107857, 7.722451], [19.733079, 5.453486, 9.607514], [19.239203, 5.044268, 11.660491], [13.032190, 3.845976, 6.963244], [12.827636, 7.234976, 9.503903], [12.918271, 8.721580, 7.634126], [17.434094, 4.610630, 7.677431], [12.966460, 7.054620, 10.571544], [10.753920, 3.662599, 8.410854], [16.658945, 4.311870, 10.693863], [18.516981, 4.573124, 13.629209], [14.357247, 3.806474, 11.234048], [14.780458, 4.024138, 8.313826], [12.479556, 6.376747, 7.292795], [13.110438, 9.716344, 7.201925], [9.912509, 5.815970, 4.787687], [14.654911, 3.814451, 12.611177], [15.343315, 3.989876, 10.279517], [7.764671, 4.599140, 7.077515]],
  "forces_ev_per_angstrom": [[0.7, -0.4, 0.6], [0.0, -0.1, 0.2], [0.0, 0.1, 0.0], [0.0, -0.1, -0.2], [0.0, 0.1, 0.0], [-0.5, 0.1, -0.1], [-0.1, 0.7, -0.9], [0.8, 0.7, -1.5], [-0.3, 0.2, -0.7], [0.1, 0.6, -0.9], [0.2, 0.0, -0.1], [-0.2, -0.2, -1.4], [0.2, -0.6, -0.1], [0.0, -0.1, 0.1], [0.7, -0.4, 1.3], [1.1, -0.7, 0.1], [-0.1, 0.2, 0.3], [0.1, -0.4, 0.4], [0.2, -0.3, -0.2], [-0.4, 0.2, -0.2], [-0.2, -0.1, 0.1], [-0.5, -0.2, 0.6], [-0.1, -0.1, -0.2], [0.1, -0.3, 0.0], [-0.4, -0.3, 0.2], [-1.0, -0.5, 0.8], [-1.5, 0.8, -1.0], [0.1, -0.6, 1.0], [0.0, 0.6, 0.2], [0.7, 0.3, 0.3], [-0.2, 0.0, -0.3], [-0.1, 0.1, -0.1], [0.4, 0.3, 1.1], [0.0, 0.0, 0.3], [0.8, -0.4, 0.2], [-0.6, -0.1, -0.6], [-0.3, 0.7, 0.9], [-0.3, -0.5, 0.3], [0.2, -0.2, -0.1], [0.9, 0.3, -0.1], [-0.4, 0.2, 0.4], [0.1, 0.2, -0.6]],
  "nbo_charge": [-0.1997, -0.2012, 0.1908, 0.2137, 0.2233, -0.2133, -0.2061, -0.1845, -0.2694, -0.2203, 0.2214, -0.0732, -0.2057, 0.2221, -0.1325, 1.2591, -0.1759, 0.2356, 0.2240, -0.2327, 0.2197, 0.2017, 0.2042, -0.2223, 0.2208, -0.2165, -1.0062, -0.1340, -0.2039, 0.1246, 0.2205, 0.2396, -0.0490, 0.2092, -0.2769, 0.6757, -0.2776, 0.2228, 0.2230, -0.2148, -0.4481, -0.1880],
  "multiplicity": 1,
  "fmax_ha_per_bohr": 0.038,
  "gap_ha": 0.255,
  "e_tot_ha": -1765.9528,
  "e_homo_ha": -0.25809
}


No. 2
{
  "formula": "C22H16Cl3F3GeHfN4O2",
  "method": "ωB97M-V/def2-TZVPD",
  "elements": ["C", "N", "H", "C", "C", "C", "C", "C", "H", "C", "Cl", "C", "H", "F", "H", "Cl", "C", "C", "H", "H", "C", "H", "H", "N", "C", "Cl", "N", "H", "C", "O", "Hf", "C", "C", "C", "C", "H", "F", "H", "Ge", "C", "O", "H", "C", "C", "H", "N", "H", "H", "C", "C", "H", "F"],
  "xyz": [[4.459785, -3.763165, -0.878663], [2.288985, -3.132665, -1.570563], [4.945485, -3.260765, 4.044937], [-3.488415, 4.245535, 0.752437], [0.446085, -0.692765, -1.330663], [4.892285, -4.018465, 1.496737], [5.325985, -4.017365, 0.133237], [3.084485, -3.494965, -0.596063], [0.916285, 2.936135, -0.141063], [1.699385, -0.097365, -1.436663], [-3.745915, 1.464235, 2.694737], [-4.234015, 5.154835, -1.313163], [-3.443515, 4.244035, 1.841037], [-5.822715, 5.467035, -2.986463], [4.794985, -3.735265, -1.905063], [-0.811015, -0.030165, 2.344237], [-2.220815, -1.647665, -1.432363], [-1.204515, -2.443765, -1.896863], [3.136385, -3.907265, 2.783437], [1.578185, -3.444165, 0.958437], [0.797585, 1.908535, -0.474463], [2.538385, -0.644865, -1.842563], [6.373485, -4.201665, -0.062163], [-0.414415, 1.356935, -0.319263], [1.861885, 1.228135, -1.046563], [-2.861415, -0.948365, 4.929737], [-2.808815, 3.270535, 0.119337], [6.558885, -4.003965, 4.241837], [-4.213015, 5.213535, 0.074437], [-2.872015, 0.255535, -0.097463], [-2.067015, 1.510635, 1.065437], [-1.943715, -0.446665, -0.752263], [2.630185, -3.580465, 0.761737], [-2.819715, 3.238535, -1.228463], [3.500385, -3.829065, 1.770237], [-3.514215, 4.122235, -3.055063], [-5.751115, 6.970635, -1.436763], [-3.254415, -1.940265, -1.533463], [-3.146215, -0.939265, 2.870837], [-0.618015, 0.080835, -0.801263], [5.808985, -4.186965, 2.388937], [2.814185, 1.720335, -1.169163], [-3.515315, 4.163435, -1.977463], [5.575285, -4.114165, 3.785237], [-1.419415, -3.396865, -2.351063], [1.099485, -2.958765, -1.705963], [5.108085, -5.031665, 4.153637], [-4.753715, 5.985135, 0.607037], [0.152685, -2.072165, -1.696963], [-5.022415, 6.144435, -2.165563], [-2.249315, 2.445235, -1.707863], [-4.172615, 6.854535, -2.906263]],
  "forces_ev_per_angstrom": [[0.3, 0.1, 0.1], [1.3, 0.3, -1.2], [0.1, 0.0, -0.1], [-0.3, 0.6, 0.2], [-0.3, 0.2, 0.3], [-0.2, 0.1, -0.6], [0.2, 0.0, -0.1], [-0.2, -0.1, 0.8], [0.0, -0.1, 0.0], [-0.2, 0.3, 0.2], [-1.2, 0.8, 1.1], [0.1, -0.1, 0.1], [-0.1, 0.1, -0.2], [-0.1, -0.1, 0.0], [0.0, 0.0, -0.1], [1.2, -0.5, 1.0], [-0.1, 0.7, 0.6], [0.2, -0.2, 0.0], [0.0, 0.0, 0.1], [-0.1, 0.0, 0.1], [0.1, 0.1, -0.1], [0.0, 0.0, -0.1], [0.0, 0.0, 0.0], [0.9, -0.4, -0.9], [0.0, -0.2, 0.0], [0.1, 0.1, 0.8], [-0.3, 1.2, -0.3], [-0.2, 0.0, -0.1], [0.1, -0.2, -0.1], [-0.9, -0.2, -0.5], [0.2, 0.9, 0.3], [1.1, -1.2, -1.3], [0.2, -0.1, 0.0], [-0.1, 0.2, -0.8], [-0.2, 0.0, 0.3], [0.0, -0.1, -0.1], [0.0, 0.0, 0.3], [-0.1, -0.1, 0.0], [-0.7, -1.5, -0.1], [0.2, -0.3, -0.4], [0.1, 0.0, -1.0], [0.0, 0.1, 0.0], [0.1, -0.1, 0.3], [-0.2, 0.0, 1.2], [0.0, -0.2, 0.0], [-0.8, -1.0, 0.3], [0.1, 0.0, -0.2], [0.0, -0.1, 0.0], [-0.1, 0.8, 0.2], [0.0, 0.1, -0.2], [-0.2, 0.2, 0.0], [0.1, 0.0, 0.0]],
  "lowdin_spin": [0.0016, 0.2035, -0.0003, 0.0004, 0.0520, -0.0192, -0.0082, 0.0092, -0.0009, -0.0140, 0.0019, 0.0004, 0.0000, 0.0000, 0.0012, 0.0001, -0.0338, 0.1793, 0.0002, 0.0007, 0.0005, -0.0011, -0.0001, 0.0499, 0.0576, 0.0005, 0.0016, 0.0000, 0.0000, 0.0525, 0.0367, 0.1787, 0.0030, 0.0014, -0.0096, 0.0000, 0.0000, -0.0047, 0.0020, 0.0128, -0.0225, 0.0028, 0.0000, -0.0011, 0.0075, 0.2839, -0.0007, 0.0000, -0.0263, 0.0000, 0.0006, 0.0000],
  "charge": 3,
  "multiplicity": 2,
  "fmax_ha_per_bohr": 0.041,
  "gap_ha": [0.228, 0.249],
  "e_tot_ha": -5021.7443,
  "e_homo_ha": [-0.58958, -0.62909],
  "s2": 0.8428
}


No. 3
{
  "formula": "C22H16Cl5IN6O3Tb",
  "method": "ωB97M-V/def2-TZVPD",
  "elements": ["H", "C", "N", "C", "C", "C", "C", "C", "H", "Tb", "C", "H", "Cl", "Cl", "H", "C", "H", "C", "C", "H", "C", "Cl", "Cl", "H", "C", "H", "C", "N", "C", "H", "C", "C", "N", "O", "H", "H", "N", "C", "C", "O", "C", "N", "H", "I", "H", "C", "Cl", "H", "C", "C", "H", "O", "N", "H"],
  "xyz": [[2.189957, 0.705646, 3.086768], [-1.187236, 2.417373, 4.110421], [4.533442, -2.348849, 0.156889], [-0.577536, -0.232891, -3.996461], [3.056492, -1.669713, 3.545987], [4.519635, -1.252938, -1.998407], [-3.091768, 0.344155, -4.954673], [-3.831411, -1.285655, 0.199287], [1.323097, -2.437798, 4.090623], [0.783400, 0.755171, -0.952872], [4.186847, -2.428575, 1.445407], [3.528246, -0.885144, 4.144821], [-3.516281, 2.264025, -3.074062], [1.026351, -0.590492, -3.369995], [-5.881673, -1.441743, 0.216221], [3.258789, -0.331948, -0.013112], [-4.644474, 0.237290, -0.918820], [-1.629129, -1.403544, 0.231616], [-1.161130, 4.000735, 2.302048], [-1.554733, 2.102110, 5.077516], [-1.320259, 0.746604, -3.329028], [-4.657386, 0.718281, -5.545717], [-2.921508, -1.447374, -6.974925], [4.669666, -0.223826, -2.318129], [-2.597458, 1.020538, -3.845308], [-2.934559, 0.244366, -0.819307], [-1.044717, -0.913266, -5.110801], [-5.007456, -1.809739, 0.543826], [4.092935, -1.330397, -0.563828], [3.456288, -2.620475, 3.898142], [-1.623041, 3.607704, 3.550073], [-0.285810, 1.614481, 3.428801], [-0.618253, -0.970786, -0.154377], [1.641211, -1.594916, 3.757452], [4.570281, -3.279324, 1.998137], [3.767448, -1.700448, -2.654745], [-3.807219, -0.197478, -0.570107], [2.882278, -0.427588, 1.338979], [0.189927, 2.007820, 2.182758], [-0.860537, 1.362270, -2.262012], [2.013027, 0.543983, 2.024822], [-2.737166, -1.908228, 0.682939], [-5.002316, -2.651217, 1.093756], [0.471692, 3.842496, -0.208789], [-2.332065, 4.232506, 4.075740], [-0.259934, 3.198211, 1.618377], [-0.064407, -2.089722, -5.878295], [5.436440, -1.823147, -2.123965], [-2.319591, -0.626000, -5.595789], [3.388930, -1.503702, 2.085253], [-1.500090, 4.932087, 1.869162], [2.881308, 0.690358, -0.803627], [1.069279, 1.173260, 1.437473], [0.032177, 0.665454, 3.843859]],
  "forces_ev_per_angstrom": [[0.0, 0.0, 0.0], [0.1, -0.1, 0.0], [-0.1, 0.2, 0.0], [0.1, -0.1, 0.0], [-0.1, 0.0, -0.1], [0.0, 0.0, 0.0], [0.0, 0.1, 0.0], [0.0, -0.4, 0.4], [0.0, 0.0, 0.0], [-0.2, 0.2, 0.6], [-0.1, 0.1, 0.0], [0.0, 0.0, 0.0], [0.0, -0.1, 0.1], [-0.2, -0.1, -0.4], [0.0, 0.0, 0.0], [-0.1, 0.6, -0.2], [0.0, 0.0, 0.0], [0.1, -0.3, 0.3], [0.0, 0.0, 0.0], [0.0, 0.0, 0.0], [-0.1, 0.1, 0.1], [0.0, 0.0, 0.0], [0.0, 0.0, 0.0], [0.0, 0.0, 0.0], [0.0, 0.1, -0.1], [0.0, 0.0, -0.1], [-0.1, 0.0, 0.0], [0.0, 0.0, 0.0], [0.3, -0.3, 0.1], [0.0, 0.0, 0.0], [0.0, 0.0, 0.0], [-0.1, 0.0, 0.1], [-0.1, 0.0, 0.0], [0.0, 0.1, 0.1], [0.0, 0.0, 0.0], [0.0, 0.0, 0.0], [0.1, 0.1, -0.1], [0.0, 0.1, 0.0], [0.3, -0.2, -0.1], [0.0, -0.2, -0.3], [0.2, -0.2, -0.2], [0.0, 0.7, -0.7], [0.0, 0.0, 0.0], [0.1, 0.2, -0.3], [0.0, 0.0, 0.0], [-0.2, 0.0, 0.5], [0.0, 0.0, 0.0], [0.0, 0.0, 0.0], [0.1, 0.0, 0.0], [0.1, -0.2, 0.2], [0.0, 0.0, 0.0], [0.0, -0.5, 0.2], [-0.1, 0.2, 0.0], [0.0, 0.0, 0.0]],
  "lowdin_spin": [-0.0001, 0.0000, 0.0009, 0.0007, 0.0001, -0.0003, 0.0000, 0.0001, 0.0000, 6.0501, -0.0034, 0.0000, 0.0001, 0.0013, 0.0000, 0.0040, 0.0000, -0.0004, -0.0001, 0.0000, 0.0009, 0.0000, 0.0001, -0.0001, -0.0002, 0.0000, 0.0000, 0.0001, -0.0021, 0.0000, -0.0006, -0.0006, -0.0096, 0.0001, -0.0002, -0.0001, 0.0001, -0.0020, 0.0003, -0.0031, 0.0014, 0.0002, 0.0000, -0.0071, 0.0000, -0.0008, 0.0000, 0.0000, 0.0002, 0.0002, -0.0001, -0.0246, -0.0057, 0.0000],
  "charge": 1,
  "multiplicity": 7,
  "fmax_ha_per_bohr": 0.020,
  "gap_ha": [0.273, 0.290],
  "e_tot_ha": -4825.2200,
  "e_homo_ha": [-0.40312, -0.40370],
  "s2": 12.0635
}


For reference, energy above the lowest of the compared OMol25 structures with the same formula, charge and spin by record: 0.00; 136.13; 0.00 kJ/mol.